Entry 1:
The following is a quantum chemistry calculation of C31H31Br3O10 as an isolated structure at a distorted geometry, from the Open Molecules 2025 dataset.

Summary:
Relative energy (zero: lowest compared OMol25 entry of this formula, charge and spin): 8.6 kcal/mol
Energy: -9674.286621 hartree
F_max: 2.20 eV Å⁻¹
Kohn-Sham gap: 7.16 eV

```
! RIJCOSX wB97M-V def2-TZVPD def2/J DEFGRID3
* xyz 0 1
C -0.17 -3.27 -3.08
Br -1.56 -2.62 -1.87
Br -0.05 -5.25 -3.24
Br 1.51 -2.39 -2.74
H -0.50 -3.04 -4.08
C 3.14 -4.37 -0.56
C 3.39 -3.20 0.10
C 2.89 -2.93 1.39
C 2.14 -3.89 1.98
C 2.02 -5.18 1.45
C 2.55 -5.41 0.20
O 2.45 -6.64 -0.41
O 3.27 -1.75 2.01
H 3.40 -4.46 -1.60
H 3.88 -2.39 -0.43
H 1.79 -3.74 3.00
H 1.46 -5.92 2.00
H 1.82 -7.15 0.10
H 3.29 -1.85 2.97
C -6.82 -0.02 0.82
C -6.22 1.23 0.88
C -4.95 1.36 0.34
C -4.25 0.24 -0.10
C -4.89 -0.99 -0.17
C -6.14 -1.16 0.40
O -6.67 -2.42 0.50
O -4.28 2.53 0.59
H -7.83 -0.16 1.21
H -6.81 2.03 1.32
H -3.25 0.33 -0.50
H -4.39 -1.75 -0.76
H -7.45 -2.34 1.07
H -3.41 2.55 0.17
C 0.25 2.28 1.50
C -0.75 2.67 0.63
C -1.06 1.91 -0.50
C -0.36 0.73 -0.71
C 0.67 0.37 0.15
C 0.94 1.10 1.30
O 1.93 0.69 2.16
O -2.08 2.27 -1.33
H 0.34 2.83 2.43
H -1.32 3.58 0.80
H -0.63 0.10 -1.55
H 1.10 -0.61 0.00
H 2.28 -0.16 1.83
H -1.99 1.85 -2.21
C 0.89 0.34 -5.53
C 0.04 0.63 -4.47
C -1.34 0.34 -4.61
C -1.85 -0.25 -5.76
C -0.93 -0.63 -6.74
C 0.41 -0.41 -6.58
O 1.26 -0.77 -7.61
O -2.15 0.69 -3.55
H 1.92 0.67 -5.50
H 0.35 1.21 -3.62
H -2.90 -0.27 -6.01
H -1.17 -1.26 -7.59
H 2.14 -1.00 -7.28
H -3.03 0.34 -3.74
C 4.00 4.53 3.96
C 3.40 3.31 3.84
C 2.84 2.64 4.92
C 2.78 3.33 6.13
C 3.45 4.52 6.29
C 3.95 5.21 5.18
O 4.61 6.40 5.38
O 2.30 1.39 4.91
H 4.46 5.08 3.14
H 3.28 2.79 2.89
H 2.37 2.80 6.98
H 3.54 5.04 7.24
H 4.68 6.59 6.32
H 2.04 1.17 3.99
*
```


Entry 2:
The following is a quantum chemistry calculation of a 6-piece molecular cluster, BrH10O5 overall, from the Open Molecules 2025 dataset.

Summary:
Relative energy (zero: lowest compared OMol25 entry of this formula, charge and spin): 34.3 kcal/mol
Energy: -2956.286245 hartree
F_max: 0.41 eV Å⁻¹
Kohn-Sham gap: 7.07 eV

```
! RIJCOSX wB97M-V def2-TZVPD def2/J DEFGRID3
* xyz -1 1
Br -0.59 -0.28 -0.27
O -2.64 -5.76 0.75
H -2.58 -4.82 0.64
H -3.40 -5.89 1.32
O -1.04 0.20 5.72
H -0.76 0.17 4.81
H -1.34 -0.69 5.92
O 1.93 4.83 0.32
H 1.65 3.94 0.15
H 2.02 4.87 1.28
O 4.66 -1.34 -2.67
H 5.32 -1.68 -2.06
H 3.86 -1.27 -2.15
O -2.35 2.41 -4.94
H -2.21 1.98 -4.10
H -2.53 3.33 -4.72
*
```


Computed HOMO energy, in the same sequence as the records: -7.728 -3.962 eV.